[1]
Density functional theory data (the ωB97M-V functional and the def2-TZVPD basis) for a single C14H19N5O2 molecule.

The value obtained for the largest force on an atom is 0.029 hartree/bohr. The calculation puts the orbital gap at 0.32772 Eh. The calculation puts the energy above the lowest of the compared OMol25 structures with the same formula, charge and spin at 172.0 kJ/mol. The value obtained for the electronic energy is -969.10978 Eh. As for the spin multiplicity: 1. As for the charge: 0.

Last column: natural (NBO) charge in e.
CARTESIAN COORDINATES (ANGSTROEM)
C (-3.12670, -4.65150, -3.09433)  -0.653
C (-3.16221, -3.22311, -2.68708)  0.310
C (-3.98463, -2.19556, -3.06207)  -0.327
C (-3.55090, -1.05802, -2.35214)  -0.242
C (-2.48820, -1.47403, -1.58966)  0.194
C (-1.67008, -0.73300, -0.67993)  0.231
N (-0.63197, -1.23204, 0.02419)  -0.244
N (-0.16240, -0.25990, 0.72094)  -0.061
N (-0.88734, 0.80105, 0.45789)  0.015
C (-0.64754, 2.10030, 1.00871)  -0.311
C (0.74473, 2.58695, 0.55298)  0.671
O (0.84042, 3.27761, -0.44299)  -0.616
N (1.79855, 2.19179, 1.28303)  -0.428
C (1.72484, 1.36673, 2.47971)  -0.239
C (3.09627, 1.24588, 3.13467)  -0.407
C (4.12985, 0.60831, 2.19543)  -0.215
C (4.06818, -0.91584, 2.25257)  -0.604
C (3.89684, 1.10337, 0.75821)  -0.412
C (3.13014, 2.42009, 0.74792)  -0.224
N (-1.84245, 0.56247, -0.41088)  -0.242
O (-2.25490, -2.78902, -1.79497)  -0.377
H (-3.25581, -5.29587, -2.22570)  0.228
H (-3.91908, -4.85025, -3.80930)  0.229
H (-2.16557, -4.89160, -3.54712)  0.229
H (-4.79641, -2.24857, -3.75838)  0.227
H (-3.95125, -0.06634, -2.38734)  0.235
H (-1.39578, 2.76792, 0.57768)  0.264
H (-0.74380, 2.06793, 2.09499)  0.224
H (1.34503, 0.37261, 2.22209)  0.231
H (1.03770, 1.82797, 3.19729)  0.196
H (3.43340, 2.23724, 3.44243)  0.205
H (2.99546, 0.64103, 4.03676)  0.220
H (5.12449, 0.92311, 2.52832)  0.202
H (4.79001, -1.34696, 1.56290)  0.211
H (4.29800, -1.27261, 3.25418)  0.205
H (3.07797, -1.27083, 1.97695)  0.208
H (4.84563, 1.22803, 0.23661)  0.219
H (3.30832, 0.36566, 0.20922)  0.209
H (3.00810, 2.79784, -0.26900)  0.250
H (3.65049, 3.18207, 1.33671)  0.189

---

[2]
Density functional theory data (the ωB97M-V functional and the def2-TZVPD basis) for a molecular structure, C46H45MoN6O2S3.

The value obtained for the largest force on an atom is 0.019 hartree/bohr. The calculation puts the orbital gap (spin up / spin down) at 0.27627 / 0.27192 Eh. The calculation puts the energy above the lowest of the compared OMol25 structures with the same formula, charge and spin at 0.0 kJ/mol. The value obtained for the electronic energy is -3520.63758 Eh. As for the spin multiplicity: 1. As for the charge: +3.

Last column: Löwdin charge in e.
CARTESIAN COORDINATES (ANGSTROEM)
Mo (0.33189, 0.30025, 0.37200)  1.612
N (-0.14295, 0.09931, 2.17213)  -0.454
S (-0.38274, -0.75326, 3.40267)  0.869
N (-1.67839, -1.68485, 3.30372)  -0.345
S (-1.71102, -3.13648, 2.71147)  0.936
N (-1.03711, -3.42520, 1.33606)  -0.345
S (-1.23072, -2.56866, -0.01792)  0.852
N (-0.22437, -1.46897, -0.19873)  -0.455
C (-1.00422, -3.80291, -1.24776)  -0.345
C (-1.04658, -5.15724, -0.94606)  -0.060
C (-0.90457, -6.06576, -1.98449)  -0.032
C (-0.73715, -5.61600, -3.28757)  -0.021
C (-0.70280, -4.25396, -3.56972)  -0.031
C (-0.83638, -3.33148, -2.54686)  -0.060
C (-2.92210, -2.05289, -0.14243)  -0.320
C (-3.87712, -2.95672, -0.59572)  -0.043
C (-5.19757, -2.54384, -0.66592)  -0.029
C (-5.54586, -1.25098, -0.29245)  -0.027
C (-4.57919, -0.36308, 0.16391)  -0.043
C (-3.25463, -0.76033, 0.24557)  -0.086
C (-0.95186, -4.30784, 3.78428)  -0.334
C (-1.50352, -4.41088, 5.05829)  -0.052
C (-0.94106, -5.31058, 5.94464)  -0.027
C (0.14827, -6.08331, 5.55213)  -0.020
C (0.68422, -5.96050, 4.27685)  -0.034
C (0.13464, -5.06515, 3.37071)  -0.055
C (-3.43071, -3.51344, 2.72094)  -0.334
C (-3.76376, -4.82904, 2.40996)  -0.053
C (-5.10038, -5.18081, 2.39399)  -0.028
C (-6.07288, -4.22867, 2.68672)  -0.020
C (-5.71740, -2.92161, 2.99256)  -0.033
C (-4.38192, -2.54675, 3.01499)  -0.055
C (1.03332, -1.71339, 3.84187)  -0.324
C (1.17904, -2.11047, 5.16719)  -0.044
C (2.27512, -2.88654, 5.50460)  -0.029
C (3.20251, -3.24361, 4.53195)  -0.025
C (3.03800, -2.83901, 3.21295)  -0.037
C (1.94302, -2.06959, 2.85473)  -0.072
C (-0.76048, 0.27020, 4.77406)  -0.341
C (-1.78339, -0.04980, 5.65707)  -0.059
C (-1.99469, 0.78847, 6.74100)  -0.032
C (-1.18927, 1.90444, 6.92740)  -0.018
C (-0.16554, 2.20219, 6.03314)  -0.027
C (0.05902, 1.38286, 4.94145)  -0.050
H (-1.17741, -5.49377, 0.07210)  0.101
H (-0.92590, -7.12627, -1.77450)  0.125
H (-0.63186, -6.33166, -4.09187)  0.127
H (-0.57435, -3.91223, -4.58750)  0.125
H (-0.81219, -2.26874, -2.75149)  0.119
H (-3.59741, -3.95480, -0.90746)  0.124
H (-5.95238, -3.22762, -1.02996)  0.128
H (-6.57678, -0.93120, -0.36713)  0.127
H (-4.85700, 0.64300, 0.44906)  0.123
H (-2.49842, -0.07684, 0.60578)  0.066
H (-2.36341, -3.81708, 5.34560)  0.126
H (-1.35833, -5.42024, 6.93623)  0.127
H (0.57642, -6.79370, 6.24694)  0.128
H (1.52740, -6.56901, 3.97936)  0.127
H (0.53622, -4.95894, 2.37356)  0.112
H (-2.99662, -5.56624, 2.20346)  0.125
H (-5.38542, -6.19918, 2.16776)  0.127
H (-7.11665, -4.51351, 2.68379)  0.128
H (-6.47959, -2.19006, 3.22431)  0.127
H (-4.08874, -1.53480, 3.25351)  0.111
H (0.46757, -1.80513, 5.92384)  0.126
H (2.41642, -3.19344, 6.53201)  0.129
H (4.06775, -3.83157, 4.80864)  0.128
H (3.77053, -3.11116, 2.46514)  0.123
H (1.80914, -1.74918, 1.83033)  0.073
H (-2.40163, -0.92134, 5.49890)  0.102
H (-2.78971, 0.56873, 7.44008)  0.125
H (-1.36029, 2.55048, 7.77808)  0.128
H (0.45624, 3.07322, 6.18638)  0.126
H (0.84745, 1.60464, 4.23400)  0.119
C (-1.45326, 2.53227, -1.84898)  -0.020
C (-0.67576, 3.10886, -0.67774)  -0.640
C (-1.58557, 3.58216, 0.44219)  -0.017
C (0.30585, 4.18160, -1.11374)  -0.018
O (0.13222, 2.02371, -0.11476)  -0.388
H (-2.09285, 3.29798, -2.28663)  0.107
H (-2.09102, 1.70812, -1.51948)  0.072
H (-0.77466, 2.17635, -2.62561)  0.093
H (-2.21932, 4.39464, 0.08812)  0.107
H (-0.99851, 3.94844, 1.28426)  0.096
H (-2.23024, 2.76744, 0.77972)  0.078
H (-0.23903, 5.04861, -1.48563)  0.108
H (0.94385, 3.81326, -1.91815)  0.084
H (0.92408, 4.50324, -0.27558)  0.098
N (4.71617, 3.28625, -2.07165)  0.192
C (5.18966, 2.08513, -1.65311)  -0.504
O (6.30579, 1.88243, -1.24298)  0.119
C (4.19799, 0.94314, -1.64430)  -0.097
C (4.59098, -0.29712, -2.13552)  0.053
C (3.71742, -1.36465, -2.02338)  -0.005
C (2.50848, -1.18170, -1.38254)  -0.120
N (2.13588, 0.00642, -0.87812)  -0.097
C (2.97162, 1.05670, -1.02568)  -0.062
H (5.38878, 4.03619, -2.14004)  0.130
H (3.90686, 3.34048, -2.66566)  0.108
H (5.57068, -0.41065, -2.58188)  0.146
H (3.97444, -2.34046, -2.41034)  0.126
H (1.80611, -1.99253, -1.25565)  0.084
H (2.64849, 1.99904, -0.60335)  0.113

---

What did the first record say?
Density functional theory data (the ωB97M-V functional and the def2-TZVPD basis) for a single C14H19N5O2 molecule.

The value obtained for the largest force on an atom is 0.029 hartree/bohr. The calculation puts the orbital gap at 0.32772 Eh. The calculation puts the energy above the lowest of the compared OMol25 structures with the same formula, charge and spin at 172.0 kJ/mol. The value obtained for the electronic energy is -969.10978 Eh. As for the spin multiplicity: 1. As for the charge: 0.

Last column: natural (NBO) charge in e.
CARTESIAN COORDINATES (ANGSTROEM)
C (-3.12670, -4.65150, -3.09433)  -0.653
C (-3.16221, -3.22311, -2.68708)  0.310
C (-3.98463, -2.19556, -3.06207)  -0.327
C (-3.55090, -1.05802, -2.35214)  -0.242
C (-2.48820, -1.47403, -1.58966)  0.194
C (-1.67008, -0.73300, -0.67993)  0.231
N (-0.63197, -1.23204, 0.02419)  -0.244
N (-0.16240, -0.25990, 0.72094)  -0.061
N (-0.88734, 0.80105, 0.45789)  0.015
C (-0.64754, 2.10030, 1.00871)  -0.311
C (0.74473, 2.58695, 0.55298)  0.671
O (0.84042, 3.27761, -0.44299)  -0.616
N (1.79855, 2.19179, 1.28303)  -0.428
C (1.72484, 1.36673, 2.47971)  -0.239
C (3.09627, 1.24588, 3.13467)  -0.407
C (4.12985, 0.60831, 2.19543)  -0.215
C (4.06818, -0.91584, 2.25257)  -0.604
C (3.89684, 1.10337, 0.75821)  -0.412
C (3.13014, 2.42009, 0.74792)  -0.224
N (-1.84245, 0.56247, -0.41088)  -0.242
O (-2.25490, -2.78902, -1.79497)  -0.377
H (-3.25581, -5.29587, -2.22570)  0.228
H (-3.91908, -4.85025, -3.80930)  0.229
H (-2.16557, -4.89160, -3.54712)  0.229
H (-4.79641, -2.24857, -3.75838)  0.227
H (-3.95125, -0.06634, -2.38734)  0.235
H (-1.39578, 2.76792, 0.57768)  0.264
H (-0.74380, 2.06793, 2.09499)  0.224
H (1.34503, 0.37261, 2.22209)  0.231
H (1.03770, 1.82797, 3.19729)  0.196
H (3.43340, 2.23724, 3.44243)  0.205
H (2.99546, 0.64103, 4.03676)  0.220
H (5.12449, 0.92311, 2.52832)  0.202
H (4.79001, -1.34696, 1.56290)  0.211
H (4.29800, -1.27261, 3.25418)  0.205
H (3.07797, -1.27083, 1.97695)  0.208
H (4.84563, 1.22803, 0.23661)  0.219
H (3.30832, 0.36566, 0.20922)  0.209
H (3.00810, 2.79784, -0.26900)  0.250
H (3.65049, 3.18207, 1.33671)  0.189